A single H3PS molecule, computed with wB97M-V/def2-TZVPD.

As for the net charge: 0. Its SMILES is PS. As for the maximum force: 1.71 eV/A. The energy comes out at -20171.94666 eV. The gap between HOMO and LUMO comes out at 10.095 eV. For the energy relative to the best compared isomer or geometry (same formula, charge and spin), the calculation gives 9.7 kcal/mol. Its HOMO energy is -9.485 eV.

Structure (XYZ):
```
5
Properties=species:S:1:pos:R:3:forces:R:3
P 0.2891 0.2677 0.8998 0.04 0.35 -0.13
S 0.6011 0.6021 -1.2035 -0.89 -1.26 -0.22
H -1.1120 0.6402 1.1278 0.83 -0.96 -0.38
H 0.3906 -1.1695 1.1172 -0.69 0.85 -0.44
H -0.1687 -0.3405 -1.9412 0.71 1.02 1.17
```
Positions in Å, forces in eV/Å.

***

2 unconnected molecules or ions with the total composition H3PS2, computed with wB97M-V/def2-TZVPD.

As for the net charge: 0. Its SMILES is P=S.S. As for the maximum force: 2.64 eV/A. The energy comes out at -31006.73542 eV. The gap between HOMO and LUMO comes out at 7.364 eV. For the energy relative to the best compared isomer or geometry (same formula, charge and spin), the calculation gives 30.9 kcal/mol. Its HOMO energy is -9.032 eV.

Structure (XYZ):
```
6
Properties=species:S:1:pos:R:3:forces:R:3
P 1.2733 0.1432 0.5782 -0.18 -1.40 2.23
S 1.7130 -1.7437 0.4120 -0.18 0.76 -0.07
H 1.6358 0.6336 -0.6170 0.57 0.67 -2.05
S -2.1174 0.5407 0.0140 -0.04 0.31 -0.22
H -1.1177 0.9148 -0.7988 -0.18 0.13 -0.12
H -1.3871 -0.4886 0.4116 0.01 -0.47 0.24
```
Positions in Å, forces in eV/Å.

***

2 unconnected molecules or ions with the total composition H3PS4, computed with wB97M-V/def2-TZVPD.

As for the net charge: 0. As for the maximum force: 2.24 eV/A. The energy comes out at -52676.45305 eV. The gap between HOMO and LUMO (spin up / spin down) comes out at 5.287 / 5.289 eV. For the energy relative to the best compared isomer or geometry (same formula, charge and spin), the calculation gives 72.7 kcal/mol. Its HOMO energy (spin up / spin down) is -8.573 / -8.576 eV.

Structure (XYZ):
```
8
Properties=species:S:1:pos:R:3:forces:R:3
P -0.1285 -0.1807 0.5379 -1.05 -1.40 -0.65
S -1.0313 0.3715 2.1722 0.86 0.49 -0.99
S -0.2788 1.2168 -2.5736 -0.15 -0.91 1.52
S 1.9675 -0.4343 0.3158 -1.07 -1.96 -0.21
S -0.9351 -2.2215 0.1334 0.17 1.73 0.30
H 0.2288 2.3735 -2.1523 0.10 0.23 0.15
H 2.1800 0.7870 0.6158 0.37 2.05 0.45
H -2.0026 -1.9123 0.9509 0.77 -0.23 -0.56
```
Positions in Å, forces in eV/Å.

***

A molecular structure, H3S3, computed with wB97M-V/def2-TZVPD.

As for the net charge: -1. As for the maximum force: 0.46 eV/A. The energy comes out at -32555.73902 eV. The gap between HOMO and LUMO comes out at 6.601 eV. For the energy relative to the best compared isomer or geometry (same formula, charge and spin), the calculation gives 2.3 kcal/mol. Its HOMO energy is -3.049 eV.

Structure (XYZ):
```
6
Properties=species:S:1:pos:R:3:forces:R:3
S 0.3205 -0.9605 0.8712 0.03 -0.05 0.13
S 1.2744 0.8599 1.1021 0.02 0.03 0.10
H -0.5696 -0.3780 -0.5436 -0.31 0.01 -0.33
H 2.5066 0.5158 0.7017 0.09 0.04 -0.07
S -1.4361 0.1161 -1.7458 0.31 0.12 0.14
H -2.2866 -0.8943 -1.5681 -0.13 -0.15 0.03
```
Positions in Å, forces in eV/Å.

***

Q: What is the energy in the fourth record?
A: -32555.73902 eV

***

Q: The lowest energy relative to the best compared isomer or geometry (same formula, charge and spin) belongs to which entry?
A: H3S3

***

Q: Among the records above, which one has the highest energy relative to the best compared isomer or geometry (same formula, charge and spin)?
A: H3PS4